Record 1
DFT (ωB97M-V/def2-TZVPD) results for a structure of composition C47H46N6O5S5Sb2Sr at a distorted geometry.

The geometry in XYZ format:
```
112
Properties=species:S:1:pos:R:3:mulliken_charge:R:1
Sr 12.24 16.03 17.71 1.62
S 11.86 22.30 21.97 -0.17
C 12.61 21.78 23.40 -0.20
C 13.01 20.46 23.30 -0.92
C 12.69 19.91 22.04 -0.29
C 12.11 20.81 21.21 0.25
C 11.76 20.44 19.82 0.60
C 12.15 19.18 19.32 -1.21
N 11.82 18.67 18.16 0.03
C 11.07 19.38 17.37 -0.69
C 10.59 20.64 17.72 1.23
C 9.79 21.40 16.81 -1.45
C 9.48 20.87 15.61 -0.99
C 9.89 19.55 15.20 0.99
C 9.48 18.97 14.04 -0.48
C 9.74 17.62 13.76 0.52
C 10.52 16.96 14.71 -0.84
N 10.93 17.50 15.85 0.21
C 10.69 18.84 16.11 -0.04
C 9.29 16.93 12.53 -0.28
C 10.03 16.06 11.71 -0.23
C 9.23 15.40 10.75 -0.66
C 7.91 15.75 10.83 -0.42
S 7.63 16.86 12.11 -0.07
C 10.93 21.10 18.95 -0.27
H 12.73 22.40 24.27 0.47
H 13.43 20.04 24.23 0.33
H 13.00 18.89 21.80 0.45
H 12.70 18.56 20.01 0.41
H 9.49 22.44 16.98 0.41
H 8.79 21.30 14.88 0.41
H 8.94 19.54 13.28 0.52
H 10.60 15.84 14.56 0.67
H 11.12 15.85 11.92 0.23
H 9.69 14.66 10.11 0.43
H 6.98 15.42 10.33 0.39
H 10.50 22.06 19.12 0.49
C 14.57 10.95 12.47 -1.04
Sb 15.71 12.43 13.50 0.55
C 17.35 11.58 14.52 -1.41
C 17.10 13.20 11.95 -1.84
C 16.66 13.93 10.71 1.18
C 16.66 13.19 9.49 -0.74
C 16.31 13.80 8.30 -0.79
C 16.14 15.20 8.29 -0.73
C 16.20 15.95 9.46 -0.70
C 16.42 15.28 10.68 0.70
C 16.30 16.09 11.91 -1.48
Sb 14.22 16.37 12.32 0.73
C 13.90 17.57 10.53 -1.60
C 13.29 14.61 11.54 -1.35
H 15.25 10.32 11.85 0.39
H 13.92 11.50 11.82 0.31
H 13.94 10.47 13.20 0.34
H 17.98 10.83 14.04 0.42
H 17.08 11.18 15.48 0.40
H 18.06 12.45 14.65 0.37
H 17.60 12.28 11.75 0.71
H 17.78 13.81 12.52 0.56
H 17.05 12.15 9.47 0.34
H 16.34 13.28 7.36 0.41
H 16.11 15.75 7.32 0.32
H 16.07 16.99 9.42 0.60
H 16.64 17.17 11.76 0.48
H 16.80 15.68 12.79 0.44
H 13.43 16.87 9.82 0.43
H 14.63 18.22 10.15 0.50
H 13.07 18.22 10.84 0.42
H 12.70 14.95 10.69 0.48
H 12.64 14.06 12.24 0.37
H 13.95 13.90 11.13 0.26
N 7.82 20.90 22.40 -0.51
C 8.45 19.72 22.05 0.74
C 8.05 19.12 20.79 -0.90
C 8.73 18.01 20.40 -0.26
C 9.71 17.42 21.21 -0.45
C 10.08 18.02 22.42 -0.18
C 9.47 19.19 22.79 -0.79
S 10.42 15.97 20.63 1.30
O 10.29 14.93 21.67 -0.81
O 9.77 15.66 19.36 -0.80
N 12.01 16.29 20.33 -0.05
C 13.06 15.64 20.95 0.28
S 13.06 14.97 22.57 0.00
C 14.78 14.88 22.44 -0.28
C 15.21 15.12 21.17 -0.71
N 14.23 15.61 20.32 -0.37
H 7.07 21.18 21.83 0.18
H 8.35 21.64 22.90 0.20
H 7.27 19.57 20.23 0.40
H 8.51 17.49 19.45 0.47
H 10.74 17.56 23.10 0.64
H 9.81 19.71 23.66 0.42
H 15.28 14.46 23.34 0.34
H 16.24 15.19 20.93 0.39
N 14.59 15.87 16.29 -0.28
C 14.02 14.53 16.24 -1.71
C 14.30 13.68 17.28 0.24
C 13.63 12.42 17.32 -0.60
C 12.74 12.03 16.34 -0.44
C 12.38 12.97 15.40 -0.55
C 12.98 14.20 15.34 0.95
S 12.11 10.31 16.17 1.28
O 10.71 10.56 15.81 -0.72
O 12.34 9.69 17.45 -0.71
O 12.90 9.80 15.10 -0.66
H 14.37 16.34 15.44 0.11
H 15.61 15.84 16.43 0.25
H 15.13 13.89 17.99 0.29
H 13.88 11.70 18.12 0.55
H 11.73 12.62 14.63 0.56
H 12.68 14.89 14.61 0.65
```

Values from the calculation:
- E_HOMO: -7.575 eV
- Gap between HOMO and LUMO: 6.1 eV
- LUMO level: -0.0551 Eh
- Energy relative to the best compared isomer or geometry (same formula, charge and spin): 27.7 kcal/mol

=====

Record 2
DFT (ωB97M-V/def2-TZVPD) results for a structure of composition C11H19As2CoN5O4S at a distorted geometry.

The geometry in XYZ format:
```
43
Properties=species:S:1:pos:R:3:mulliken_charge:R:1
Co 0.20 1.28 0.00 -0.64
C 4.07 2.70 -0.05 -1.11
As 2.39 2.17 -0.82 0.62
C 2.83 2.04 -2.69 -1.03
C -0.12 2.00 1.69 0.76
C 0.93 2.26 2.56 -0.75
C 0.68 2.88 3.78 -0.74
C -0.61 3.25 4.13 -0.76
C -1.67 2.98 3.28 -0.50
C -1.42 2.34 2.08 0.98
As -2.68 1.76 0.77 1.01
C -3.93 3.01 0.06 -1.06
C -3.67 0.29 1.51 -1.14
H 4.87 2.13 -0.53 0.41
H 4.10 2.55 1.02 0.34
H 4.20 3.76 -0.27 0.37
H 3.68 2.68 -2.89 0.40
H 1.96 2.36 -3.27 0.32
H 3.07 1.00 -2.92 0.38
H 1.95 2.00 2.29 0.37
H 1.51 3.09 4.45 0.43
H -0.78 3.76 5.07 0.41
H -2.67 3.26 3.57 0.48
H -4.08 3.83 0.76 0.38
H -4.86 2.49 -0.13 0.43
H -3.51 3.41 -0.87 0.31
H -4.47 0.65 2.15 0.41
H -2.99 -0.32 2.09 0.28
H -4.09 -0.28 0.69 0.41
O -0.93 4.15 -0.26 -0.55
S -0.03 3.22 -0.88 1.16
O -0.20 2.95 -2.29 -0.64
O -1.64 1.13 -0.39 -0.69
O 1.49 3.77 -0.70 -0.47
N 1.22 -3.72 -0.95 -0.57
N 0.67 -2.65 -0.26 1.17
N -0.07 -2.81 0.80 -0.90
C -0.28 -1.56 1.17 -0.33
N 0.34 -0.70 0.36 0.45
N 0.96 -1.42 -0.57 -0.58
H 0.57 -4.49 -0.86 0.31
H 1.34 -3.44 -1.91 0.30
H -0.84 -1.27 2.04 0.57
```

Values from the calculation:
- E_HOMO (spin up / spin down): -12.089 / -12.089 eV
- Gap between HOMO and LUMO (spin up / spin down): 8.6 / 8.6 eV
- LUMO level (spin up / spin down): -0.1288 / -0.1288 Eh
- Charge: +1
- Energy relative to the best compared isomer or geometry (same formula, charge and spin): 2.5 kcal/mol

=====

Record 3
DFT (ωB97M-V/def2-TZVPD) results for a structure of composition C14H16ClNOs at a distorted geometry.

The geometry in XYZ format:
```
33
Properties=species:S:1:pos:R:3:mulliken_charge:R:1
C 2.21 -0.87 -0.36 -0.47
C 1.46 -0.05 -1.25 -0.43
C 0.18 -0.67 -1.50 -0.54
C 0.18 -1.91 -0.78 -0.31
C 1.40 -2.02 -0.05 -0.48
Os 0.31 -0.08 0.56 1.04
N 0.92 -1.13 2.12 -0.77
C 0.35 1.92 0.75 -0.51
C -0.31 1.92 -0.50 -1.01
H -0.59 -0.32 -2.18 0.39
H 1.82 0.87 -1.70 0.57
H -0.65 -2.61 -0.76 0.55
H 1.63 -2.80 0.68 0.28
H 3.17 -0.61 0.09 0.39
H 0.24 2.14 -1.45 0.33
H -0.23 2.12 1.67 0.31
H 1.48 -0.38 2.58 0.26
H -1.38 2.11 -0.64 0.35
H 1.44 2.16 0.80 0.37
Cl -3.24 -2.74 -0.98 -0.23
C -3.70 -1.13 -0.63 0.43
C -4.91 -0.67 -1.17 -0.60
C -5.34 0.65 -0.93 -0.38
C -4.56 1.49 -0.15 -0.78
C -3.37 1.02 0.42 -0.23
C -2.92 -0.30 0.23 0.68
C -1.73 -0.81 0.95 -1.93
H -5.52 -1.35 -1.77 0.39
H -6.29 0.98 -1.35 0.36
H -4.88 2.51 0.03 0.38
H -2.77 1.69 1.05 0.42
H -1.75 -0.51 2.02 0.52
H -1.74 -1.91 0.94 0.65
```

Values from the calculation:
- E_HOMO (spin up / spin down): -5.489 / -7.963 eV
- Gap between HOMO and LUMO (spin up / spin down): 5.9 / 7.1 eV
- LUMO level (spin up / spin down): 0.0152 / -0.0321 Eh
- Multiplicity: 5
- Energy relative to the best compared isomer or geometry (same formula, charge and spin): 0.0 kcal/mol

=====

Record 4
DFT (ωB97M-V/def2-TZVPD) results for an isolated molecule of C15H18N2OS2 at a distorted geometry.

The geometry in XYZ format:
```
38
Properties=species:S:1:pos:R:3:mulliken_charge:R:1
O -0.69 2.17 0.43 -0.66
C -0.06 1.63 -0.46 -0.08
N -0.54 0.52 -1.09 -0.20
H 0.05 0.02 -1.73 0.29
C -1.76 -0.13 -0.66 -1.05
C -1.48 -1.27 0.27 0.21
C -0.96 -1.14 1.53 -0.29
S -0.75 -2.68 2.26 -0.20
C -1.40 -3.41 0.79 0.36
N -1.72 -2.54 -0.12 -0.52
C -1.56 -4.82 0.64 0.40
C -2.07 -5.47 -0.45 -0.40
C -2.10 -6.87 -0.28 -0.51
C -1.61 -7.26 0.93 -0.42
S -1.11 -5.93 1.89 -0.13
H -1.52 -8.25 1.32 0.44
H -2.46 -7.55 -1.03 0.38
H -2.40 -4.95 -1.33 0.47
H -0.70 -0.24 2.04 0.56
H -2.30 -0.50 -1.53 0.31
H -2.35 0.63 -0.15 0.37
C 1.28 2.11 -0.99 0.87
C 2.35 2.08 0.12 -1.24
C 2.10 3.15 1.18 -0.49
C 2.06 4.53 0.53 -0.77
C 0.94 4.58 -0.51 -0.50
C 1.17 3.52 -1.58 -1.22
H 0.35 3.54 -2.31 0.34
H 2.10 3.74 -2.11 0.41
H -0.01 4.39 -0.01 0.27
H 0.90 5.56 -0.97 0.35
H 1.90 5.30 1.29 0.36
H 3.02 4.74 0.04 0.33
H 1.15 2.97 1.67 0.24
H 2.89 3.11 1.93 0.37
H 2.35 1.09 0.59 0.36
H 3.32 2.24 -0.34 0.41
H 1.60 1.42 -1.78 0.58
```

Values from the calculation:
- E_HOMO: -8.136 eV
- Gap between HOMO and LUMO: 8.2 eV
- SMILES string: O=C(NCc1csc(-c2cccs2)n1)C1CCCCC1
- LUMO level: 0.0019 Eh
- Energy relative to the best compared isomer or geometry (same formula, charge and spin): 6.1 kcal/mol